The following is a DFT calculation (wB97M-V/def2-TZVPD) of a structure of composition C5H8ClO3P.

**E**: -1222.66797 Ha
**Relative energy (zero: lowest compared OMol25 entry of this formula, charge and spin)**: 0.0 kcal/mol
**Molecular weight**: 182.54 g/mol
**Charge**: -2
**Highest occupied orbital energy**: -2.150 eV

Last column: Löwdin charge in e.
Geometry (Å):
C 0.408481 1.393639 -1.172362  -0.07
O -0.632709 3.875882 -0.630211  -0.36
H 0.957491 0.942039 1.399378  0.14
H 0.227445 -2.592590 1.081478  0.01
O -2.274920 2.161631 -1.594896  -0.39
H 1.401982 1.819833 -1.098282  0.03
H -1.477637 -2.148947 -0.478233  0.05
P -1.073130 2.507462 -0.771896  0.27
Cl 7.582929 -5.376524 1.417668  -1.00
C -1.451025 -1.083707 -0.338916  -0.08
H -2.468936 -0.700282 -0.007606  0.09
C 0.030633 0.813875 0.678287  -0.26
O -1.046918 1.759090 0.835879  -0.27
C -0.259376 -0.645920 0.557450  -0.35
H 0.192070 0.647970 -1.947553  0.03
C 0.293734 -1.605030 1.335818  0.02
H -1.487981 -0.444305 -1.320150  0.08
H 1.077867 -1.324116 2.054148  0.06

Atomic forces in eV per Å
C -1.8 -0.5 3.6
O 0.6 2.6 0.5
H -1.9 0.3 -1.4
H -0.6 -2.5 -0.3
O 0.4 -0.4 0.8
H -0.1 0.1 -0.5
H 0.0 -0.4 -0.3
P 0.7 -3.0 -0.1
Cl 0.1 -0.1 0.0
C -0.5 3.2 -1.2
H 1.3 -0.6 0.5
C 1.4 1.0 -2.4
O 0.7 -0.9 -1.1
C -2.4 -0.9 0.7
H 0.5 0.1 0.4
C 1.3 3.7 -0.2
H 0.6 -1.6 1.3
H -0.3 -0.2 -0.2



The following is a DFT calculation (wB97M-V/def2-TZVPD) of an isolated molecule of C5H8ClOP.

**E**: -1072.04228 Ha
**Relative energy (zero: lowest compared OMol25 entry of this formula, charge and spin)**: 57.1 kcal/mol
**Molecular weight**: 150.55 g/mol
**Highest occupied orbital energy**: -8.993 eV

Last column: Löwdin charge in e.
Geometry (Å):
H -0.936456 -0.223358 -1.882912  0.10
H -0.670632 2.102427 1.445961  0.11
H 2.099567 -0.512202 0.393822  0.10
H 0.201157 0.730254 2.123697  0.00
H 0.729052 -1.712694 0.268934  0.07
H 0.500817 1.254973 -0.837958  0.16
H -2.821821 -0.786836 -1.072955  0.04
P -2.561918 -0.059871 1.337431  0.37
C -0.266256 0.981490 1.254258  -0.03
C 1.100008 -0.772038 -0.059566  -0.08
C -2.258300 -0.295002 -0.398685  -0.23
C 0.179079 0.427905 -0.102553  -0.44
H 1.506526 -0.820778 -1.118055  0.10
Cl -2.285104 -1.849062 2.240220  0.30
C -1.032110 -0.105962 -0.845697  -0.16
O -3.809520 0.519805 1.777465  -0.40

Atomic forces in eV per Å
H 0.7 -0.5 -1.4
H 1.1 -2.5 -1.3
H -1.2 -0.4 0.4
H 1.5 -1.2 2.1
H -0.5 -0.5 0.4
H 0.3 -1.1 1.4
H -2.7 -1.3 -1.8
P 4.1 0.7 -0.7
C -4.8 2.1 -1.4
C 3.8 1.9 -1.9
C 1.8 0.4 2.0
C -1.8 1.2 0.0
H -0.9 -0.7 0.8
Cl 0.2 -0.4 0.1
C -0.3 1.4 0.9
O -1.2 1.0 0.5



The following is a DFT calculation (wB97M-V/def2-TZVPD) of an isolated molecule of C5H8ClOP.

**E**: -1072.02716 Ha
**Relative energy (zero: lowest compared OMol25 entry of this formula, charge and spin)**: 66.6 kcal/mol
**Molecular weight**: 150.55 g/mol
**Highest occupied orbital energy**: -9.910 eV

Last column: Löwdin charge in e.
Geometry (Å):
H -0.243446 0.470326 1.767255  0.04
Cl -2.933770 -0.407638 0.650387  0.53
H 1.744038 -1.190512 -1.650069  0.04
O -0.380260 0.663398 -1.954004  -0.35
H 3.130096 -1.516718 0.044547  0.04
C 1.381028 -1.028647 -0.712043  -0.19
H -0.528221 2.761448 -0.210381  0.06
H -0.381143 2.838080 1.711583  0.09
C 2.311128 -0.880430 0.188677  -0.04
C -0.271412 0.992450 0.878023  -0.29
H -1.550910 -2.244840 -0.195789  0.06
H -2.356473 -1.120496 -1.308599  0.04
C -0.195162 2.316954 0.710945  -0.03
C -1.708373 -1.164942 -0.401622  -0.66
H 2.257422 -0.439466 1.165623  0.05
P -0.274535 -0.048963 -0.684535  0.62

Atomic forces in eV per Å
H 0.1 -0.7 2.0
Cl 0.0 -0.1 0.9
H 0.3 -1.5 -2.8
O -0.4 0.9 -1.0
H 1.9 -0.1 -0.4
C -3.4 2.9 1.6
H 0.7 0.3 -0.4
H 0.8 0.0 -1.7
C -0.1 -0.8 1.6
C 0.9 0.3 -4.0
H 0.1 0.9 0.3
H 1.3 -0.3 0.0
C -2.2 -0.6 3.0
C -1.4 -0.6 -1.3
H -0.5 0.2 0.3
P 1.7 -0.8 1.8